A structure of composition C20H28Br2CoN5O5, computed with the ωB97M-V functional and the def2-TZVPD basis.

Cartesian coordinates (Å):
Co1 0.2307 -0.2057 -0.9234
C1 4.5225 -0.0007 0.1214
N1 3.8899 1.3069 0.0403
C2 4.6981 2.4101 0.5328
C3 2.7040 1.4492 -0.5486
O1 2.0912 0.4694 -1.0003
C4 2.1370 2.8534 -0.6987
O2 1.0574 2.8042 -1.5848
C5 -0.0854 3.5247 -1.2233
C6 -1.2021 2.5473 -0.8755
O3 -1.0830 1.3431 -1.1403
N2 -2.3136 3.0219 -0.3148
C7 -3.3807 2.1145 0.0799
C8 -2.5959 4.4365 -0.1371
H1 4.9205 -0.1367 1.1258
H2 5.3403 -0.0625 -0.5981
H3 3.7895 -0.7697 -0.0888
H4 5.0402 2.1730 1.5399
H5 4.1346 3.3342 0.5791
H6 5.5704 2.5572 -0.1069
H7 2.9101 3.5164 -1.1021
H8 1.8513 3.2242 0.2938
H9 -0.3987 4.1279 -2.0821
H10 0.1022 4.2049 -0.3872
H11 -2.9750 1.1206 0.2350
H12 -4.1568 2.0752 -0.6860
H13 -3.8154 2.4794 1.0099
H14 -1.8802 5.0570 -0.6641
H15 -2.5882 4.6976 0.9227
H16 -3.5845 4.6541 -0.5420
C9 -1.5188 -1.5531 -3.1778
C10 -2.0989 -1.7111 -1.8066
C11 -3.3101 -2.4013 -1.5740
C12 -3.7990 -2.5120 -0.3064
C13 -3.0986 -1.9328 0.7779
C14 -3.5046 -1.9750 2.1351
Br1 -5.0986 -2.8643 2.6296
C15 -2.7438 -1.3768 3.1012
C16 -1.5566 -0.7046 2.7685
Br2 -0.5358 0.0906 4.1430
C17 -1.0974 -0.6028 1.4674
O4 -0.0120 0.0113 1.1038
C18 -1.9048 -1.2557 0.4730
N3 -1.4417 -1.1711 -0.8070
H17 -2.0528 -2.1573 -3.9081
H18 -0.4688 -1.8533 -3.1779
H19 -1.5739 -0.5076 -3.4875
H20 -3.8355 -2.8369 -2.4114
H21 -4.7229 -3.0412 -0.1168
H22 -3.0518 -1.4168 4.1358
C19 2.6309 -4.7510 0.7700
N4 1.9915 -3.8972 -0.2087
C20 1.5782 -2.6375 0.0217
N5 1.7595 -2.1131 1.2481
O5 1.0739 -1.9875 -0.9235
H23 2.9464 -5.6660 0.2769
H24 1.9465 -5.0242 1.5770
H25 3.5174 -4.2750 1.1940
H26 1.8671 -4.2192 -1.1534
H27 1.9655 -2.7228 2.0215
H28 1.2187 -1.2618 1.4387

Calculated values
E_HOMO (spin up / spin down): -0.362 / -0.361 Eh
relative energy (zero: lowest compared OMol25 entry of this formula, charge and spin): 0.506 eV
spin multiplicity: 2
orbital gap (spin up / spin down): 0.280 / 0.279 hartree
electronic energy: -7959.61308 hartree
charge: +1